No. 1
# CH5O2

A molecular structure, CH5O2 at a distorted geometry (ωB97M-V with the def2-TZVPD basis set, the Open Molecules 2025 dataset).

Values from the calculation:
- Energy above the lowest of the compared OMol25 structures with the same formula, charge and spin: 0.0697 eV
- Total charge: +1
- LUMO: -5.707 eV
- DFT total energy: -5204.59906 eV
- Orbital gap: 0.447 Ha

Last column: Mulliken charge in e.
Geometry (Å):
1 O 0.599 0.241 1.576  -0.6063
2 H 1.185 0.948 1.910  0.3941
3 H 0.374 0.003 0.324  0.4661
4 H 1.041 -0.587 1.839  0.3998
5 O 0.172 -0.037 -0.797  -0.2853
6 C -0.961 -0.227 -1.228  0.0838
7 H -1.093 -0.430 -2.292  0.2963
8 H -1.825 -0.176 -0.561  0.2515

No. 2
# CH5O2P2S

2 unconnected molecules or ions with the total composition CH5O2P2S at a distorted geometry (ωB97M-V with the def2-TZVPD basis set, the Open Molecules 2025 dataset).

Values from the calculation:
- Energy above the lowest of the compared OMol25 structures with the same formula, charge and spin: 1.6817 eV
- Total charge: -1
- LUMO (alpha / beta): 3.463 / 3.463 eV
- DFT total energy: -34627.29469 eV
- Orbital gap (alpha / beta): 0.273 / 0.273 Ha

Last column: Mulliken charge in e.
Geometry (Å):
1 C 0.913 -0.838 0.466  -0.9351
2 O -1.014 1.961 0.258  -0.5490
3 O -1.756 0.120 -1.389  -0.5325
4 P 2.395 0.268 0.391  -0.0650
5 P -1.381 0.563 0.266  0.6150
6 S -2.723 -0.060 1.565  -0.5239
7 H 0.616 -1.249 1.411  0.3664
8 H 0.733 -1.649 -0.260  0.3543
9 H -2.650 -0.146 -1.609  0.2908
10 H 3.109 -0.241 -0.728  -0.0230
11 H 1.758 1.272 -0.372  0.0021

No. 3
# CH5O2PS

2 unconnected molecules or ions with the total composition CH5O2PS at a distorted geometry (ωB97M-V with the def2-TZVPD basis set, the Open Molecules 2025 dataset).

Values from the calculation:
- Energy above the lowest of the compared OMol25 structures with the same formula, charge and spin: 2.1340 eV
- SMILES: O=C(O)S.P
- Total charge: 0
- LUMO: 0.466 eV
- DFT total energy: -25336.15736 eV
- Orbital gap: 0.375 Ha

Last column: Mulliken charge in e.
Geometry (Å):
1 O -3.034 0.052 -0.136  -0.4654
2 C -1.889 -0.108 0.068  0.6140
3 O -1.243 -1.230 0.314  -0.4379
4 S -0.761 1.209 0.034  -0.1957
5 H -1.783 -1.849 0.854  0.3456
6 H -1.656 1.969 -0.586  0.1615
7 P 2.945 -0.101 0.305  -0.0639
8 H 2.234 -1.121 -0.285  0.0167
9 H 3.472 0.432 -0.930  0.0461
10 H 1.716 0.747 0.360  -0.0209

No. 4
# CH5O2PS

2 unconnected molecules or ions with the total composition CH5O2PS at a distorted geometry (ωB97M-V with the def2-TZVPD basis set, the Open Molecules 2025 dataset).

Values from the calculation:
- Energy above the lowest of the compared OMol25 structures with the same formula, charge and spin: 5.8276 eV
- Total charge: 0
- LUMO (alpha / beta): -2.494 / -0.758 eV
- DFT total energy: -25332.46373 eV
- Orbital gap (alpha / beta): 0.246 / 0.308 Ha

Last column: Mulliken charge in e.
Geometry (Å):
1 C 2.305 0.325 -0.231  -1.0345
2 O -0.985 0.378 -1.807  -0.4584
3 O -1.024 1.548 0.358  -0.4673
4 P -2.470 -1.156 0.390  0.0038
5 S -0.728 0.321 -0.380  0.7103
6 H 2.110 -0.620 0.228  0.4041
7 H 2.571 0.544 -1.235  0.3519
8 H 2.319 1.212 0.383  0.3349
9 H -2.672 -0.620 1.545  0.0844
10 H -1.425 -1.932 0.750  0.0710

No. 5
# CH5O2Sn

A molecular structure, CH5O2Sn at a distorted geometry (ωB97M-V with the def2-TZVPD basis set, the Open Molecules 2025 dataset).

Values from the calculation:
- Total charge: -1
- LUMO (alpha / beta): 3.934 / 3.911 eV
- DFT total energy: -11042.17854 eV
- Orbital gap (alpha / beta): 0.180 / 0.179 Ha

Last column: Mulliken charge in e.
Geometry (Å):
1 C 1.180 -2.453 -0.559  -0.6918
2 H 1.332 -2.448 -1.656  0.2528
3 H 0.165 -2.089 -0.301  0.3213
4 H 1.793 -1.583 -0.260  0.2694
5 O 1.293 -3.913 -0.125  -0.5931
6 Sn -0.019 -5.113 0.361  -0.4903
7 H 2.354 -3.801 0.792  0.4621
8 O 2.943 -3.116 1.396  -0.7904
9 H 2.422 -2.851 2.158  0.2600

No. 6
# CH5O3

2 unconnected molecules or ions with the total composition CH5O3 at a distorted geometry (ωB97M-V with the def2-TZVPD basis set, the Open Molecules 2025 dataset).

Values from the calculation:
- Energy above the lowest of the compared OMol25 structures with the same formula, charge and spin: 1.4947 eV
- Total charge: +1
- LUMO: -4.745 eV
- DFT total energy: -7251.74272 eV
- Orbital gap: 0.444 Ha

Last column: Mulliken charge in e.
Geometry (Å):
1 O 0.326 -1.635 0.255  -0.4403
2 H 0.915 -2.114 -0.406  0.4142
3 H 0.635 -2.018 1.131  0.4190
4 H -0.499 -1.009 -0.020  0.4774
5 O -1.171 0.200 -0.295  -0.5313
6 C -0.535 1.249 0.073  0.2624
7 O 0.718 1.421 -0.275  -0.3768
8 H -1.020 2.027 0.626  0.4119
9 H 0.631 1.877 -1.089  0.3634

No. 7
# CH5O3P2S

2 unconnected molecules or ions with the total composition CH5O3P2S at a distorted geometry (ωB97M-V with the def2-TZVPD basis set, the Open Molecules 2025 dataset).

Values from the calculation:
- Energy above the lowest of the compared OMol25 structures with the same formula, charge and spin: 3.0035 eV
- Total charge: -1
- LUMO (alpha / beta): 3.125 / 3.132 eV
- DFT total energy: -36670.26834 eV
- Orbital gap (alpha / beta): 0.290 / 0.293 Ha

Last column: Mulliken charge in e.
Geometry (Å):
1 C -0.191 0.332 0.330  -0.2067
2 O 1.580 -1.642 0.456  -0.6482
3 O 0.136 -1.162 -1.485  -0.6235
4 O 2.187 0.187 -0.990  -0.5966
5 P -0.869 1.513 -0.823  -0.0559
6 P -1.114 -0.127 1.795  -0.0628
7 S 1.139 -0.656 -0.500  1.0237
8 H 0.801 1.738 1.392  0.1116
9 H 0.228 1.344 -1.609  0.0047
10 H -1.448 0.699 -1.649  -0.0012
11 H -2.143 -0.833 1.096  0.0179
12 H -0.306 -1.393 1.986  0.0368

No. 8
# CH5OPS2

2 unconnected molecules or ions with the total composition CH5OPS2 at a distorted geometry (ωB97M-V with the def2-TZVPD basis set, the Open Molecules 2025 dataset).

Values from the calculation:
- Energy above the lowest of the compared OMol25 structures with the same formula, charge and spin: 2.3558 eV
- SMILES: COP=S.S
- Total charge: 0
- LUMO: -0.768 eV
- DFT total energy: -34123.91084 eV
- Orbital gap: 0.312 Ha

Last column: Mulliken charge in e.
Geometry (Å):
1 C 1.118 -0.709 -0.504  -0.3697
2 O 1.115 -0.132 0.757  -0.2275
3 P 0.815 1.385 1.314  0.2344
4 S 0.422 2.907 0.138  -0.2533
5 H 1.568 -0.057 -1.230  0.2448
6 H 0.049 -0.826 -0.748  0.2112
7 H 1.656 -1.644 -0.316  0.1925
8 S -2.243 0.238 0.044  -0.3696
9 H -1.381 -0.597 1.062  0.1845
10 H -3.119 -0.566 -0.518  0.1526

No. 9
# CH5OS

2 unconnected molecules or ions with the total composition CH5OS (ωB97M-V with the def2-TZVPD basis set, the Open Molecules 2025 dataset).

Values from the calculation:
- Energy above the lowest of the compared OMol25 structures with the same formula, charge and spin: 0.0420 eV
- Total charge: -1
- LUMO: 4.358 eV
- DFT total energy: -14001.76364 eV
- Orbital gap: 0.250 Ha

Last column: Mulliken charge in e.
Geometry (Å):
1 C 0.026 -1.103 -1.129  -0.8385
2 S -0.357 -0.762 0.627  -0.7190
3 H -0.397 -0.338 -1.757  0.2211
4 H -0.374 -2.054 -1.497  0.2440
5 H 1.101 -1.138 -1.276  0.2165
6 H 0.865 2.317 -0.768  0.2728
7 H 0.244 1.298 0.261  0.2278
8 O 0.509 2.256 0.119  -0.6247

No. 10
# CH5PS

A single CH5PS molecule at a distorted geometry (ωB97M-V with the def2-TZVPD basis set, the Open Molecules 2025 dataset).

Values from the calculation:
- Energy above the lowest of the compared OMol25 structures with the same formula, charge and spin: 1.4369 eV
- SMILES: C[PH2]=S
- Total charge: 0
- LUMO: -0.016 eV
- DFT total energy: -21240.38395 eV
- Orbital gap: 0.322 Ha

Last column: Mulliken charge in e.
Geometry (Å):
1 C 0.552 0.954 -0.380  -0.9884
2 P -0.512 -0.734 0.421  0.2673
3 S -2.105 -1.305 1.498  -0.3825
4 H 0.824 0.598 -1.330  0.3345
5 H 1.411 1.290 0.130  0.3133
6 H -0.123 1.777 -0.470  0.3273
7 H 0.452 -1.581 0.974  0.0860
8 H -0.499 -0.998 -0.842  0.0425

No. 11
# CH5PS

A molecular structure, CH5PS at a distorted geometry (ωB97M-V with the def2-TZVPD basis set, the Open Molecules 2025 dataset).

Values from the calculation:
- Energy above the lowest of the compared OMol25 structures with the same formula, charge and spin: 1.4911 eV
- Total charge: 0
- LUMO: 0.725 eV
- DFT total energy: -21240.32982 eV
- Orbital gap: 0.342 Ha

Last column: Mulliken charge in e.
Geometry (Å):
1 C -1.010 -0.886 -0.230  -0.7258
2 P 0.780 1.460 0.060  -0.1090
3 S 0.056 -0.186 1.136  -0.1005
4 H -0.222 -1.205 -0.827  0.3051
5 H -1.376 0.205 -0.922  0.2102
6 H -1.704 -1.743 0.169  0.2648
7 H 1.648 1.768 1.180  0.0782
8 H 1.828 0.587 -0.566  0.0770

No. 12
# CH5PS

A single CH5PS molecule at a distorted geometry (ωB97M-V with the def2-TZVPD basis set, the Open Molecules 2025 dataset).

Values from the calculation:
- Energy above the lowest of the compared OMol25 structures with the same formula, charge and spin: 1.6194 eV
- Total charge: 0
- Spin multiplicity: 3
- LUMO (alpha / beta): 0.943 / -3.196 eV
- DFT total energy: -21236.57473 eV
- Orbital gap (alpha / beta): 0.174 / 0.255 Ha
- ⟨S²⟩: 2.006

Last column: Mulliken spin population.
Geometry (Å):
1 C 0.660 0.649 -0.511  0.6503
2 P -0.510 -0.565 0.538  0.5016
3 S -2.235 -0.826 -0.275  1.0004
4 H 1.012 0.176 -1.472  -0.0787
5 H -0.164 1.356 -0.809  -0.1002
6 H 1.543 0.856 0.145  -0.0907
7 H -0.610 0.061 1.781  0.0411
8 H 0.304 -1.706 0.603  0.0760

No. 13
# CH5PS2

2 unconnected molecules or ions with the total composition CH5PS2 at a distorted geometry (ωB97M-V with the def2-TZVPD basis set, the Open Molecules 2025 dataset).

Values from the calculation:
- Energy above the lowest of the compared OMol25 structures with the same formula, charge and spin: 3.4228 eV
- Total charge: 0
- LUMO (alpha / beta): -0.732 / -1.572 eV
- DFT total energy: -32074.63379 eV
- Orbital gap (alpha / beta): 0.293 / 0.235 Ha

Last column: Mulliken charge in e.
Geometry (Å):
1 C 1.440 -0.058 0.350  -0.7273
2 P 0.431 -1.136 -0.666  -0.0338
3 S -2.454 1.622 -0.400  -0.0728
4 S -2.695 -0.146 0.255  -0.1610
5 H 1.089 0.104 1.411  0.2785
6 H 1.525 0.934 -0.206  0.2366
7 H 2.512 -0.573 0.501  0.2778
8 H 0.276 -1.935 0.444  0.0076
9 H -2.126 1.187 -1.690  0.1944

No. 14
# CH5PS2

A single CH5PS2 molecule at a distorted geometry (ωB97M-V with the def2-TZVPD basis set, the Open Molecules 2025 dataset).

Values from the calculation:
- Energy above the lowest of the compared OMol25 structures with the same formula, charge and spin: 1.3121 eV
- SMILES: CPSS
- Total charge: 0
- LUMO: 0.298 eV
- DFT total energy: -32076.74458 eV
- Orbital gap: 0.334 Ha

Last column: Mulliken charge in e.
Geometry (Å):
1 C -0.980 -0.649 1.047  -0.7080
2 P 0.704 -0.619 0.092  0.0701
3 S 1.071 1.494 0.890  -0.1260
4 S 1.426 1.182 2.907  -0.2436
5 H -0.485 -0.447 2.079  0.1768
6 H -1.472 -1.588 0.942  0.3373
7 H -1.720 0.209 0.782  0.2721
8 H 0.313 0.105 -1.038  0.0506
9 H 2.601 0.516 2.930  0.1706

No. 15
# CH5PS3

2 unconnected molecules or ions with the total composition CH5PS3 at a distorted geometry (ωB97M-V with the def2-TZVPD basis set, the Open Molecules 2025 dataset).

Values from the calculation:
- Energy above the lowest of the compared OMol25 structures with the same formula, charge and spin: 2.7276 eV
- Total charge: 0
- LUMO (alpha / beta): -0.668 / -1.694 eV
- DFT total energy: -42910.67880 eV
- Orbital gap (alpha / beta): 0.299 / 0.211 Ha

Last column: Mulliken charge in e.
Geometry (Å):
1 C 2.202 0.149 -0.112  -0.8334
2 P 1.161 -1.361 0.470  0.1179
3 S -2.245 -0.602 -0.833  -0.0689
4 S -3.751 0.528 -1.486  -0.1387
5 S -0.235 -0.277 1.564  -0.2710
6 H 2.715 -0.177 -1.074  0.2889
7 H 1.388 0.840 -0.251  0.2570
8 H 2.878 0.507 0.698  0.2826
9 H -3.165 1.740 -0.968  0.1842
10 H -0.948 -1.348 1.991  0.1813

No. 16
# CH5S2

2 unconnected molecules or ions with the total composition CH5S2 at a distorted geometry (ωB97M-V with the def2-TZVPD basis set, the Open Molecules 2025 dataset).

Values from the calculation:
- Energy above the lowest of the compared OMol25 structures with the same formula, charge and spin: 0.2661 eV
- Total charge: -1
- LUMO: 3.818 eV
- DFT total energy: -22789.34300 eV
- Orbital gap: 0.249 Ha

Last column: Mulliken charge in e.
Geometry (Å):
1 S -1.972 -0.683 0.060  -0.7687
2 H -1.843 0.096 -0.987  -0.0241
3 C 1.272 1.595 0.283  -0.6550
4 S 1.484 -0.194 -0.097  -0.2802
5 H 2.154 2.045 -0.166  0.2295
6 H 1.136 1.931 1.311  0.2505
7 H 0.362 1.838 -0.255  0.1978
8 H 0.123 -0.684 -0.276  0.0502

No. 17
# CH5S3

2 unconnected molecules or ions with the total composition CH5S3 at a distorted geometry (ωB97M-V with the def2-TZVPD basis set, the Open Molecules 2025 dataset).

Values from the calculation:
- Energy above the lowest of the compared OMol25 structures with the same formula, charge and spin: 0.8009 eV
- Total charge: -1
- LUMO: 3.434 eV
- DFT total energy: -33624.50291 eV
- Orbital gap: 0.247 Ha

Last column: Mulliken charge in e.
Geometry (Å):
1 S 0.439 -0.117 3.226  -0.6965
2 H 1.433 0.647 3.589  -0.0094
3 C -0.274 -0.505 -1.916  -0.7083
4 S -0.282 -0.842 -0.153  -0.0530
5 S -0.492 1.258 0.384  -0.3629
6 H -1.345 -0.735 -2.271  0.2216
7 H -0.109 0.584 -2.139  0.2467
8 H 0.540 -1.150 -2.409  0.2293
9 H 0.090 0.860 1.689  0.1326

No. 18
# CH6BN

2 unconnected molecules or ions with the total composition CH6BN at a distorted geometry (ωB97M-V with the def2-TZVPD basis set, the Open Molecules 2025 dataset).

Values from the calculation:
- Energy above the lowest of the compared OMol25 structures with the same formula, charge and spin: 4.4730 eV
- Total charge: 0
- LUMO: 0.126 eV
- DFT total energy: -3297.47641 eV
- Orbital gap: 0.317 Ha

Last column: Mulliken charge in e.
Geometry (Å):
1 B -0.322 -0.844 1.255  0.1004
2 C 0.153 0.850 -0.458  -0.7624
3 N 0.292 -0.424 0.048  -0.1913
4 H 0.098 -2.004 1.521  -0.0510
5 H -1.212 -0.091 1.613  -0.0577
6 H 1.041 1.339 -0.875  0.2768
7 H -0.430 0.645 -2.333  0.0126
8 H -0.671 1.456 -0.275  0.3938
9 H 1.052 -0.928 -0.497  0.2787

No. 19
# CH6BNO

A single CH6BNO molecule at a distorted geometry (ωB97M-V with the def2-TZVPD basis set, the Open Molecules 2025 dataset).

Values from the calculation:
- Energy above the lowest of the compared OMol25 structures with the same formula, charge and spin: 0.1587 eV
- SMILES: CB(N)O
- Total charge: 0
- LUMO: 0.456 eV
- DFT total energy: -5350.21392 eV
- Orbital gap: 0.380 Ha

Last column: Mulliken charge in e.
Geometry (Å):
1 C -0.707 -0.323 0.952  -0.8037
2 B -0.218 -0.238 -0.561  0.3282
3 N 0.536 1.141 -0.965  -0.5285
4 O -0.143 -1.353 -1.283  -0.4745
5 H -0.947 0.723 1.258  0.2083
6 H 0.011 -0.818 1.643  0.2798
7 H -1.598 -0.877 0.948  0.2791
8 H 0.016 1.852 -0.450  0.2016
9 H 0.819 1.425 -1.891  0.2014
10 H 0.233 -1.045 -2.142  0.3084

No. 20
# CH6ClIN2OP

A molecular structure, CH6ClIN2OP at a distorted geometry (ωB97M-V with the def2-TZVPD basis set, the Open Molecules 2025 dataset).

Values from the calculation:
- Energy above the lowest of the compared OMol25 structures with the same formula, charge and spin: 3.2514 eV
- Total charge: +1
- LUMO (alpha / beta): -6.773 / -4.425 eV
- DFT total energy: -36065.29911 eV
- Orbital gap (alpha / beta): 0.181 / 0.321 Ha

Last column: Mulliken charge in e.
Geometry (Å):
1 C 4.572 0.260 -0.655  -0.3447
2 N -0.126 0.411 1.583  -0.4762
3 N -1.007 -1.051 -0.710  -0.3796
4 O -1.194 1.447 -0.385  -0.5332
5 P -0.178 0.190 -0.117  0.5781
6 Cl 5.661 1.078 0.268  -0.0106
7 I 2.964 -0.777 0.119  0.3402
8 H 4.845 0.130 -1.723  0.3931
9 H -0.059 1.420 1.724  0.2968
10 H 0.610 -0.139 1.965  0.2738
11 H -0.585 -1.819 -1.118  0.2471
12 H -1.991 -0.897 -0.520  0.2821
13 H -1.586 1.411 -1.284  0.3332